{"formula": "C40H60BrClN4O3SeSiY", "method": "ωB97M-V/def2-TZVPD", "elements": ["Y", "C", "C", "N", "C", "C", "C", "C", "C", "C", "C", "N", "C", "C", "N", "N", "H", "H", "H", "H", "H", "H", "H", "H", "H", "H", "H", "H", "H", "H", "H", "H", "H", "H", "Cl", "C", "C", "C", "C", "O", "C", "C", "O", "C", "H", "H", "H", "H", "O", "C", "C", "C", "C", "C", "C", "C", "Se", "C", "C", "C", "H", "H", "H", "H", "H", "H", "H", "H", "H", "H", "H", "C", "C", "C", "C", "Si", "Br", "C", "C", "C", "C", "C", "C", "C", "C", "H", "H", "H", "H", "H", "H", "H", "H", "H", "H", "H", "H", "H", "H", "H", "H", "H", "H", "H", "H", "H", "H", "H", "H", "H", "H", "H"], "positions_angstrom": [[0.93, 0.32, 1.38], [0.73, 1.44, 4.69], [1.84, 0.41, 4.69], [1.55, -0.64, 3.71], [0.60, -1.68, 4.13], [-0.79, -1.52, 3.57], [-1.79, -2.42, 3.91], [-3.06, -2.24, 3.38], [-3.31, -1.15, 2.57], [-2.26, -0.28, 2.29], [-2.50, 0.94, 1.43], [-1.28, 1.70, 1.13], [-1.21, 2.97, 1.88], [-0.75, 2.71, 3.29], [0.55, 2.01, 3.35], [-1.02, -0.49, 2.75], [0.92, 2.21, 5.45], [-0.20, 0.95, 4.96], [1.97, 0.00, 5.70], [2.78, 0.88, 4.40], [2.42, -1.12, 3.50], [0.53, -1.72, 5.23], [0.98, -2.65, 3.82], [-1.57, -3.25, 4.57], [-3.85, -2.94, 3.62], [-4.29, -0.96, 2.16], [-3.24, 1.57, 1.93], [-2.97, 0.61, 0.50], [-1.28, 1.94, 0.14], [-2.19, 3.46, 1.90], [-0.51, 3.62, 1.36], [-1.48, 2.07, 3.80], [-0.72, 3.65, 3.86], [1.29, 2.68, 3.14], [6.59, -4.63, 2.62], [5.17, -3.73, 2.22], [3.98, -4.41, 1.95], [2.83, -3.73, 1.60], [2.82, -2.32, 1.51], [1.75, -1.69, 1.13], [4.04, -1.63, 1.83], [4.14, -0.20, 1.88], [3.21, 0.61, 1.78], [5.20, -2.36, 2.16], [3.96, -5.49, 2.00], [1.92, -4.26, 1.37], [5.15, 0.20, 2.03], [6.12, -1.83, 2.38], [2.14, 0.88, -2.03], [1.80, 1.01, -0.95], [0.52, 9.13, -1.22], [0.82, 7.70, -0.86], [0.78, 6.69, -1.82], [1.06, 5.37, -1.50], [1.00, 4.33, -2.58], [1.40, 5.04, -0.18], [1.77, 3.20, 0.24], [1.45, 6.04, 0.79], [1.81, 5.74, 2.22], [1.16, 7.35, 0.44], [0.28, 9.22, -2.28], [1.38, 9.78, -1.02], [-0.32, 9.51, -0.65], [0.53, 6.95, -2.84], [0.77, 4.78, -3.54], [0.23, 3.58, -2.36], [1.94, 3.78, -2.67], [2.46, 4.87, 2.30], [0.91, 5.54, 2.82], [2.31, 6.59, 2.68], [1.22, 8.12, 1.20], [-3.93, -1.27, -2.98], [-3.28, -2.56, -2.49], [-3.82, -2.81, -1.07], [-3.76, -3.71, -3.38], [-1.36, -2.43, -2.56], [-0.96, -0.97, -0.73], [-0.68, -1.51, -4.09], [0.84, -1.66, -4.19], [-0.98, -0.01, -4.06], [-1.29, -2.10, -5.38], [-0.45, -4.06, -2.11], [0.98, -3.82, -1.61], [-0.39, -4.99, -3.34], [-1.19, -4.80, -0.99], [-5.02, -1.36, -2.88], [-3.72, -1.06, -4.03], [-3.63, -0.40, -2.40], [-4.91, -2.77, -1.11], [-3.49, -2.05, -0.36], [-3.55, -3.79, -0.67], [-4.86, -3.71, -3.39], [-3.45, -4.69, -3.02], [-3.43, -3.61, -4.42], [1.35, -1.30, -3.30], [1.20, -1.06, -5.03], [1.16, -2.69, -4.38], [-0.48, 0.49, -3.23], [-2.04, 0.23, -4.02], [-0.59, 0.44, -4.98], [-1.14, -3.17, -5.48], [-0.81, -1.63, -6.24], [-2.36, -1.90, -5.46], [1.63, -3.37, -2.36], [1.41, -4.79, -1.35], [1.00, -3.18, -0.73], [0.22, -4.58, -4.14], [-1.37, -5.24, -3.74], [0.08, -5.93, -3.03], [-1.32, -4.18, -0.10], [-0.60, -5.67, -0.69], [-2.17, -5.17, -1.29]], "mulliken_charge": [-0.244, -0.948, -0.811, 0.020, -1.654, 0.727, -1.154, -0.746, -1.101, 0.968, -1.847, -0.011, -0.790, -0.820, 0.162, 1.594, 0.578, 0.368, 0.514, 0.363, 0.128, 0.543, 0.430, 0.583, 0.466, 0.575, 0.619, 0.393, 0.282, 0.530, -0.141, 0.368, 0.634, 0.238, -0.209, -0.009, -0.708, -0.431, -0.081, 0.541, 1.376, -0.687, -0.322, -1.161, 0.464, 0.578, 0.291, 0.468, -0.291, 0.254, -1.471, 0.623, -1.111, 0.720, -1.429, 0.137, 0.067, 1.248, -1.757, -0.814, 0.340, 0.336, 0.331, 0.279, 0.404, 0.179, 0.285, 0.285, 0.208, 0.516, 0.451, -2.044, 2.729, -1.993, -1.768, -2.071, 0.545, 2.946, -1.855, -1.729, -1.869, 3.014, -2.009, -1.763, -2.132, 0.619, 0.357, 0.245, 0.573, 0.243, 0.293, 0.558, 0.317, 0.306, 0.191, 0.603, 0.366, 0.201, 0.255, 0.564, 0.322, 0.564, 0.339, 0.235, 0.630, 0.009, 0.309, 0.309, 0.563, 0.282, 0.611, 0.416], "de_lowest_kj_mol": 36.1, "energy_ha": -7768.4896, "total_charge": 1}

---

{"formula": "C40H60BrN3O4Tb", "method": "ωB97M-V/def2-TZVPD", "elements": ["Tb", "C", "N", "C", "C", "O", "C", "O", "C", "C", "O", "N", "C", "C", "H", "H", "H", "H", "H", "H", "H", "H", "H", "H", "H", "H", "H", "H", "H", "H", "C", "C", "C", "C", "C", "C", "C", "Br", "C", "O", "C", "C", "C", "C", "C", "C", "H", "H", "H", "H", "H", "H", "H", "H", "H", "H", "H", "H", "H", "H", "H", "H", "H", "H", "H", "H", "C", "C", "C", "C", "C", "C", "C", "C", "N", "C", "C", "C", "C", "C", "C", "C", "C", "C", "C", "H", "H", "H", "H", "H", "H", "H", "H", "H", "H", "H", "H", "H", "H", "H", "H", "H", "H", "H", "H", "H", "H", "H", "H"], "positions_angstrom": [[0.23, 0.47, 0.61], [5.65, 1.85, 0.89], [4.43, 1.70, 0.11], [4.54, 2.24, -1.25], [3.32, 1.09, 0.52], [2.31, 0.94, -0.26], [3.28, 0.45, 1.96], [1.89, 0.29, 2.41], [1.48, 1.29, 3.43], [1.31, 2.63, 2.67], [0.56, 2.61, 1.67], [2.08, 3.71, 2.88], [2.76, 4.12, 4.15], [1.80, 4.82, 1.97], [6.52, 1.90, 0.22], [5.59, 2.88, 1.40], [5.76, 1.08, 1.61], [3.55, 2.14, -1.68], [4.90, 3.28, -1.15], [5.31, 1.70, -1.82], [3.84, -0.54, 1.94], [3.74, 1.15, 2.67], [0.56, 0.87, 3.89], [2.27, 1.35, 4.13], [2.06, 4.12, 4.98], [3.67, 3.59, 4.35], [3.12, 5.14, 3.92], [2.56, 4.79, 1.11], [0.82, 4.60, 1.51], [1.81, 5.78, 2.49], [-3.33, -6.58, 0.24], [-1.82, -6.65, -0.14], [-1.08, -7.27, 1.10], [-1.64, -7.51, -1.39], [-1.25, -5.30, -0.42], [-1.95, -4.28, -1.03], [-1.47, -3.01, -1.16], [-2.38, -1.70, -2.14], [-0.21, -2.73, -0.65], [0.06, -1.51, -0.25], [0.72, -3.78, -0.41], [0.16, -5.01, -0.14], [2.21, -3.51, -0.20], [2.90, -4.86, -0.46], [2.44, -3.11, 1.26], [2.80, -2.48, -1.18], [-3.67, -7.63, 0.52], [-4.01, -6.39, -0.62], [-3.52, -5.88, 1.07], [-1.57, -8.10, 1.58], [-0.97, -6.44, 1.88], [-0.08, -7.66, 0.91], [-1.90, -8.57, -1.22], [-0.56, -7.61, -1.70], [-2.25, -7.20, -2.25], [-2.97, -4.50, -1.37], [0.77, -5.84, 0.24], [2.54, -5.68, 0.21], [4.01, -4.78, -0.39], [2.64, -5.20, -1.50], [2.28, -3.98, 1.96], [1.74, -2.32, 1.60], [3.46, -2.72, 1.35], [2.47, -2.69, -2.20], [3.91, -2.53, -1.16], [2.52, -1.44, -0.87], [-2.85, -0.99, 3.30], [-2.76, 0.31, 2.53], [-3.14, 1.48, 3.16], [-3.28, 2.62, 2.39], [-3.81, 3.93, 2.84], [-2.92, 2.65, 1.01], [-2.21, 1.54, 0.43], [-2.39, 0.31, 1.17], [-1.32, 1.60, -0.60], [-1.50, 2.39, -1.81], [-0.98, 3.83, -1.73], [-1.03, 4.47, -3.14], [-2.50, 4.48, -3.61], [-3.00, 3.08, -3.77], [-2.14, 2.21, -4.71], [-0.71, 2.24, -4.30], [-0.18, 3.71, -4.17], [-0.58, 1.70, -2.87], [-2.94, 2.41, -2.37], [-2.75, -1.80, 2.61], [-3.83, -1.14, 3.83], [-2.12, -0.95, 4.09], [-3.35, 1.50, 4.23], [-4.84, 4.05, 2.40], [-3.19, 4.76, 2.44], [-3.85, 4.00, 3.92], [-3.08, 3.59, 0.46], [-2.52, -0.64, 0.66], [0.07, 3.72, -1.46], [-1.42, 4.44, -0.96], [-0.64, 5.49, -3.00], [-2.63, 5.12, -4.59], [-3.09, 5.00, -2.80], [-4.05, 3.08, -4.08], [-2.12, 2.58, -5.74], [-2.56, 1.22, -4.73], [-0.03, 1.67, -4.92], [-0.23, 4.22, -5.16], [0.86, 3.80, -3.86], [0.47, 1.86, -2.55], [-0.75, 0.57, -2.93], [-3.19, 1.35, -2.37], [-3.60, 2.93, -1.64]], "mulliken_spin": [6.264, 0.000, 0.000, 0.000, 0.007, -0.020, -0.001, -0.018, 0.006, -0.008, -0.044, 0.001, 0.000, 0.000, 0.000, 0.000, 0.000, 0.000, 0.000, 0.000, 0.000, 0.000, -0.001, 0.000, 0.000, 0.000, 0.000, 0.000, 0.000, 0.000, -0.001, 0.000, 0.000, 0.000, -0.006, 0.003, -0.005, 0.000, -0.021, -0.066, -0.001, 0.000, -0.001, 0.000, -0.001, 0.002, 0.000, 0.000, 0.000, 0.000, 0.000, 0.000, 0.000, 0.000, 0.000, 0.000, 0.000, 0.000, 0.000, 0.000, 0.000, 0.004, 0.000, 0.000, 0.000, 0.003, -0.002, -0.004, 0.000, 0.001, 0.000, -0.003, -0.033, 0.003, -0.070, 0.003, -0.001, -0.001, 0.000, -0.001, 0.000, -0.001, 0.000, 0.001, -0.005, 0.000, 0.000, 0.000, 0.000, 0.000, 0.000, 0.000, 0.000, 0.008, -0.002, 0.001, 0.000, 0.000, 0.000, 0.000, 0.000, 0.000, 0.000, 0.000, 0.000, 0.002, 0.005, 0.000, 0.000], "de_lowest_kj_mol": 333.5, "energy_ha": -5423.6633, "spin_multiplicity": 7, "total_charge": 1}